No. 1
{
  "formula": "C3H4N2O2S2",
  "method": "ωB97M-V with the def2-TZVPD basis set",
  "species": ["O", "C", "N", "C", "O", "N", "S", "C", "S", "H", "H", "H", "H"],
  "coordinates": [[2.0937, 1.4785, 0.2970], [0.9769, 1.1005, 0.1885], [-0.0882, 1.9229, -0.1053], [-1.2915, 1.3680, -0.0431], [-2.3124, 1.9041, -0.3340], [-1.1202, 0.0331, 0.2946], [-2.3453, -1.0657, 0.1037], [0.2778, -0.2597, 0.5076], [0.8147, -1.7679, -0.3161], [0.2729, 2.9049, -0.4199], [-2.3081, -1.2571, -1.2371], [0.5643, -0.4448, 1.6145], [1.7926, -1.1850, -0.7695]],
  "atomic_forces_ev_per_a": [[1.430, -0.313, -0.126], [-2.240, -0.889, 0.278], [4.817, 3.587, -0.793], [-1.771, -0.633, -0.818], [-1.319, 0.483, -0.061], [0.528, 0.499, 0.298], [-0.583, -0.632, 0.108], [1.184, -0.402, 2.312], [-2.803, -1.628, 0.941], [-1.963, -2.259, 0.854], [0.151, 0.103, 0.158], [-0.913, 0.464, -1.431], [3.481, 1.620, -1.718]],
  "total_energy_ha": -1173.0808,
  "smiles": "O=C1NC(=O)N(S)[C@H]1S",
  "e_lumo_ev": 0.4,
  "homo_energy_ev": -9.7,
  "gap_ev": 10.1462,
  "charge": 0
}

***

No. 2
{
  "formula": "C3H3Br3N3O2",
  "method": "ωB97M-V with the def2-TZVPD basis set",
  "species": ["C", "C", "C", "N", "N", "N", "O", "O", "Br", "Br", "Br", "H", "H", "H"],
  "coordinates": [[0.6685, 1.6301, 0.8772], [0.7652, -0.3908, -0.7614], [1.2469, 0.4495, 0.5906], [-1.6826, 0.4784, -0.3977], [-0.3425, -1.2824, -0.4106], [-1.6270, -0.7635, -0.1554], [0.0772, 2.5685, 0.9295], [-2.5289, -1.5181, 0.1039], [3.1463, 1.0748, 0.0671], [-3.3347, 1.3078, -0.4574], [-0.0779, -2.8774, 0.6195], [0.5227, 0.5033, -1.3554], [1.7269, -0.8849, -1.1338], [1.4397, -0.2952, 1.4838]],
  "atomic_forces_ev_per_a": [[0.666, -4.451, -0.549], [2.035, 1.808, 1.807], [-0.468, -3.900, 1.591], [-0.197, 2.865, -0.807], [0.263, -0.419, 1.102], [-0.812, -1.716, -0.679], [-2.420, 4.712, 0.669], [0.089, -0.276, 0.453], [2.580, 0.310, -0.861], [1.074, -1.101, 0.305], [0.053, 1.408, -1.243], [-0.536, -1.177, -0.597], [-1.859, 0.095, 0.470], [-0.467, 1.843, -1.661]],
  "total_energy_ha": -8152.2631,
  "e_lumo_ev": [-6.1, -9.2],
  "homo_energy_ev": [-10.4, -13.5],
  "gap_ev": [4.3172, 4.2731],
  "spin_multiplicity": 3,
  "charge": 1
}

***

No. 3
{
  "formula": "C3H8NO3P",
  "method": "ωB97M-V with the def2-TZVPD basis set",
  "species": ["C", "C", "O", "P", "C", "O", "N", "O", "H", "H", "H", "H", "H", "H", "H", "H"],
  "coordinates": [[0.9092, -1.7091, -0.1524], [0.4364, -1.0436, 1.1766], [0.6459, 0.3987, 1.0356], [-0.0263, 1.2951, -0.1325], [-1.8145, 1.2576, -0.0118], [0.5161, 2.6312, -0.1088], [0.7455, 0.6252, -2.0041], [1.7253, 1.2866, -2.0740], [1.8844, -1.3627, -0.2606], [0.8036, -2.8667, -0.1612], [0.2887, -1.4188, -0.9018], [1.0678, -1.3759, 2.0265], [-0.5190, -1.3391, 1.6237], [-2.2601, 2.0515, 0.4932], [-2.1890, 1.2174, -1.0808], [-2.2139, 0.3526, 0.5324]],
  "atomic_forces_ev_per_a": [[-1.208, -2.889, 3.564], [1.193, -0.544, 0.319], [-0.875, -0.927, -0.085], [0.523, -1.075, -0.157], [-0.688, -3.129, -1.524], [0.512, 1.662, 0.128], [0.736, 1.279, 1.321], [-1.245, -1.094, -0.307], [1.754, 0.182, -0.658], [0.565, 1.922, 0.393], [-1.608, 1.063, -2.443], [0.313, 0.547, -0.694], [-0.582, 0.543, -0.984], [-0.214, 1.806, 0.693], [0.207, 0.081, 1.221], [0.617, 0.572, -0.789]],
  "total_energy_ha": -740.8560,
  "smiles": "CCO[P@@](C)(=O)N=O",
  "e_lumo_ev": [-0.3, -0.3],
  "homo_energy_ev": [-8.5, -8.5],
  "gap_ev": [8.2801, 8.2795],
  "charge": 0
}

***

No. 4
{
  "formula": "C31H75N3O8P",
  "method": "ωB97M-V with the def2-TZVPD basis set",
  "species": ["C", "C", "C", "C", "O", "C", "C", "P", "N", "O", "C", "C", "N", "C", "C", "C", "N", "O", "H", "H", "H", "H", "H", "H", "H", "H", "H", "H", "H", "H", "H", "H", "H", "H", "H", "H", "H", "H", "H", "H", "H", "H", "H", "C", "C", "O", "C", "C", "H", "H", "H", "H", "H", "H", "H", "H", "H", "H", "C", "C", "O", "C", "C", "H", "H", "H", "H", "H", "H", "H", "H", "H", "H", "C", "C", "O", "C", "C", "H", "H", "H", "H", "H", "H", "H", "H", "H", "H", "C", "C", "O", "C", "C", "H", "H", "H", "H", "H", "H", "H", "H", "H", "H", "C", "C", "O", "C", "C", "H", "H", "H", "H", "H", "H", "H", "H", "H", "H"],
  "coordinates": [[0.1314, -4.2083, -2.6624], [0.6753, -3.5457, -4.0609], [0.5087, -1.8820, -4.1140], [-0.5756, -1.3772, -5.2325], [-1.9841, -1.5040, -4.8703], [-2.3722, -0.7252, -3.6898], [-2.2452, 0.9015, -3.8401], [-2.1965, 1.8339, -2.1281], [-1.9960, 0.8421, -0.8671], [-3.2586, 1.5365, -4.6959], [-4.4902, 0.7456, -4.8049], [-4.8251, -0.0688, -3.3971], [-3.7996, -1.2024, -3.3413], [-3.8509, -2.0036, -2.0448], [-3.5135, -3.6025, -2.3567], [-4.7454, -4.4022, -3.0987], [-4.9916, -4.3133, -4.6199], [-5.6043, -5.2152, -2.4403], [0.9976, -4.9022, -2.2281], [-0.7605, -4.9275, -2.9496], [-0.1371, -3.4258, -1.8317], [1.8452, -3.7810, -4.1009], [0.2342, -4.0593, -5.0420], [0.3757, -1.4239, -3.0431], [1.5743, -1.4975, -4.4926], [-0.4115, -2.0815, -6.1832], [-0.2423, -0.3034, -5.5985], [-1.7382, -1.0143, -2.7190], [-1.1928, 1.1844, -4.3301], [-3.4519, 2.5633, -1.9425], [-1.1585, 2.8632, -2.2131], [-1.0968, 1.1422, -0.3851], [-5.4637, 1.3895, -5.0282], [-4.4204, -0.0499, -5.6674], [-5.9306, -0.4897, -3.4930], [-4.7989, 0.6184, -2.4431], [-4.1095, -1.8811, -4.0998], [-3.1922, -1.5520, -1.1786], [-4.9927, -1.9950, -1.7093], [-3.2994, -4.1041, -1.3051], [-2.5777, -3.6804, -3.0548], [-5.5686, -3.4274, -4.7435], [-4.0517, -4.0364, -5.0358], [0.1539, 2.9646, 3.9254], [0.1760, 1.7376, 3.0286], [0.6642, 2.0023, 1.7158], [1.9969, 2.5002, 1.6231], [3.0362, 1.5576, 2.2060], [-0.4573, 3.7573, 3.4754], [-0.2615, 2.7132, 4.9067], [1.1539, 3.3740, 4.0812], [-0.8483, 1.3686, 2.9141], [0.7462, 0.9242, 3.4872], [2.0615, 3.4925, 2.0815], [2.2069, 2.6402, 0.5562], [2.8806, 1.3865, 3.2737], [4.0407, 1.9708, 2.0750], [2.9905, 0.5829, 1.7085], [-0.5490, -2.2848, 6.6915], [-0.8158, -1.4843, 5.4272], [0.2159, -1.6042, 4.4509], [0.4745, -2.9172, 3.9592], [-0.7278, -3.5587, 3.2872], [0.4024, -1.9793, 7.1450], [-1.3525, -2.1292, 7.4189], [-0.4841, -3.3558, 6.4901], [-0.8773, -0.4235, 5.6903], [-1.7831, -1.7489, 4.9896], [0.8633, -3.5510, 4.7629], [1.2817, -2.8242, 3.2232], [-1.5646, -3.6840, 3.9784], [-0.4638, -4.5460, 2.8970], [-1.0795, -2.9363, 2.4574], [-4.7748, 3.5873, 8.2332], [-3.4326, 3.4847, 7.5272], [-2.9340, 2.1517, 7.4463], [-3.7458, 1.2123, 6.7455], [-3.9909, 1.5894, 5.2942], [-4.7069, 3.1744, 9.2476], [-5.0931, 4.6329, 8.2985], [-5.5553, 3.0332, 7.7080], [-2.6942, 4.0623, 8.0924], [-3.4760, 3.9333, 6.5303], [-4.6895, 1.0576, 7.2788], [-3.2149, 0.2536, 6.7757], [-4.5261, 2.5374, 5.2023], [-4.5856, 0.8182, 4.7959], [-3.0401, 1.6978, 4.7613], [5.2651, 3.6006, -3.6965], [4.0304, 3.2677, -4.5181], [3.2598, 2.1976, -3.9769], [2.7377, 2.3922, -2.6646], [1.8096, 3.5903, -2.5548], [5.9091, 2.7176, -3.5974], [5.8372, 4.4026, -4.1744], [5.0074, 3.9299, -2.6880], [4.3486, 2.9517, -5.5167], [3.4018, 4.1517, -4.6613], [3.5553, 2.4576, -1.9393], [2.1746, 1.4860, -2.4124], [2.3209, 4.5270, -2.7888], [1.4100, 3.6703, -1.5397], [0.9726, 3.4911, -3.2543], [8.0649, -1.4786, -0.6438], [6.9116, -0.6045, -0.1787], [6.5128, 0.3687, -1.1408], [6.0602, -0.1300, -2.3974], [4.8472, -1.0383, -2.2860], [8.9345, -0.8608, -0.9013], [8.3529, -2.1821, 0.1442], [7.8045, -2.0594, -1.5308], [7.2268, -0.0535, 0.7131], [6.0530, -1.2120, 0.1230], [6.8810, -0.6290, -2.9229], [5.7923, 0.7429, -3.0043], [5.0585, -1.9328, -1.6954], [4.5208, -1.3608, -3.2790], [4.0192, -0.5126, -1.7984]],
  "atomic_forces_ev_per_a": [[0.496, -1.119, -0.621], [1.012, 0.357, 0.267], [1.053, -0.551, -0.777], [2.518, -0.481, -0.919], [0.016, 1.550, 1.619], [1.911, 0.077, 0.910], [0.244, 0.390, -0.982], [0.344, -0.816, 1.930], [1.378, 1.279, -1.069], [-0.778, -1.770, 0.527], [-1.343, -0.734, 0.748], [-1.079, 1.471, -1.145], [-0.451, -0.063, -0.241], [-1.576, -1.953, 1.267], [0.027, -0.016, 0.171], [-4.689, -4.213, 2.573], [1.894, 2.395, 2.329], [5.856, 5.674, -3.842], [-2.033, 1.519, -0.851], [1.658, 1.528, 1.031], [0.341, -1.471, -1.738], [-2.598, 0.666, 0.003], [0.700, 1.191, 2.274], [0.084, -0.903, -2.030], [-2.478, -0.537, 0.729], [-0.686, 1.556, 2.159], [-1.175, -1.934, 0.876], [-1.166, 0.708, -2.241], [-2.241, -0.962, 1.023], [0.837, -0.456, -0.989], [-0.997, -0.695, -0.450], [-1.393, -0.720, -0.419], [2.551, -0.889, 0.448], [0.095, 1.451, 1.564], [2.515, 0.555, 0.298], [0.270, -1.525, -1.879], [0.799, 0.967, 0.826], [-1.172, -0.637, -2.087], [2.484, 0.171, -0.575], [-0.518, 0.925, -2.416], [-1.612, 0.156, 1.420], [0.360, -1.557, 0.037], [-1.299, -0.505, 0.392], [-0.014, 0.184, -0.082], [0.037, 0.038, 0.252], [-0.115, 0.019, -0.426], [0.017, -0.099, 0.097], [0.014, -0.126, 0.078], [0.060, -0.152, 0.104], [0.028, 0.012, -0.136], [-0.025, -0.065, 0.085], [0.157, 0.007, -0.232], [-0.006, 0.025, 0.019], [0.032, -0.035, 0.067], [-0.235, -0.074, 0.105], [0.051, 0.080, -0.060], [-0.113, -0.038, -0.021], [0.021, 0.134, 0.024], [0.155, -0.057, 0.074], [0.116, -0.067, 0.110], [0.067, 0.073, -0.137], [-0.041, 0.096, 0.025], [-0.169, 0.009, -0.022], [-0.225, -0.007, -0.076], [0.120, 0.016, -0.099], [-0.100, 0.022, 0.026], [0.167, -0.057, -0.205], [-0.056, -0.091, 0.001], [-0.089, -0.043, -0.006], [-0.112, 0.222, 0.198], [0.082, -0.084, -0.023], [-0.003, 0.098, 0.046], [0.081, -0.047, 0.069], [-0.088, -0.112, 0.126], [-0.084, -0.051, 0.104], [0.110, -0.116, -0.044], [0.066, 0.137, 0.039], [0.028, 0.117, -0.111], [0.019, 0.130, -0.192], [0.077, -0.141, 0.005], [-0.007, 0.095, -0.031], [0.050, -0.286, -0.092], [-0.082, 0.004, -0.051], [-0.047, 0.042, -0.066], [0.074, 0.252, 0.152], [-0.048, -0.100, 0.008], [0.066, 0.051, 0.060], [-0.082, -0.052, 0.060], [0.075, -0.099, 0.112], [0.200, 0.073, 0.038], [-0.208, -0.243, 0.030], [0.088, 0.054, -0.141], [-0.019, 0.119, -0.041], [-0.102, 0.272, -0.073], [-0.092, -0.140, 0.040], [0.031, 0.070, -0.051], [-0.206, -0.159, 0.163], [0.000, 0.054, 0.060], [-0.018, 0.078, 0.028], [0.167, -0.010, -0.210], [-0.050, -0.060, 0.103], [0.043, -0.012, -0.053], [0.071, 0.004, 0.015], [0.135, 0.025, -0.126], [0.132, -0.004, -0.073], [-0.099, 0.129, -0.048], [0.031, 0.042, 0.110], [-0.113, -0.090, 0.115], [-0.171, -0.115, 0.109], [-0.038, 0.128, -0.090], [-0.015, -0.059, 0.079], [-0.133, 0.133, -0.233], [-0.019, -0.089, -0.036], [-0.039, -0.098, 0.018], [0.093, -0.103, 0.301], [0.020, 0.000, -0.101], [0.042, 0.068, 0.061], [0.085, -0.007, -0.081]],
  "total_energy_ha": -2333.0671,
  "e_lumo_ev": -2.7,
  "homo_energy_ev": -11.1,
  "gap_ev": 8.3670,
  "charge": 1
}

***

No. 5
{
  "formula": "C3HBr2O2",
  "method": "ωB97M-V with the def2-TZVPD basis set",
  "species": ["C", "C", "C", "O", "O", "Br", "Br", "H"],
  "coordinates": [[-0.6954, -0.6704, -0.7490], [-0.6413, -1.5658, -1.5674], [0.8941, -1.2651, 2.6885], [2.0648, -1.0163, 2.5367], [0.0431, -1.9946, 2.8991], [-0.0283, 0.9948, 2.4701], [-0.5328, -2.8877, -2.7548], [-0.7133, -0.3067, 0.2290]],
  "atomic_forces_ev_per_a": [[0.074, -2.469, -1.576], [-0.080, 1.466, 0.962], [5.417, 1.807, -0.651], [-1.658, -0.281, 0.119], [-3.284, -1.985, 0.579], [-0.491, 0.416, -0.053], [0.018, -0.282, -0.464], [0.005, 1.329, 1.084]],
  "total_energy_ha": -5413.4564,
  "e_lumo_ev": 2.6,
  "homo_energy_ev": -4.6,
  "gap_ev": 7.1378,
  "charge": -1
}

***

No. 6
{
  "formula": "C23H34As3BrMnN2O4",
  "method": "ωB97M-V with the def2-TZVPD basis set",
  "species": ["Mn", "O", "C", "O", "C", "C", "C", "C", "C", "N", "C", "O", "O", "H", "H", "H", "C", "As", "C", "C", "C", "C", "C", "As", "C", "C", "C", "As", "C", "C", "H", "H", "H", "H", "H", "H", "H", "H", "H", "H", "H", "H", "H", "H", "H", "H", "H", "H", "H", "H", "H", "H", "H", "H", "H", "H", "H", "Br", "C", "C", "C", "C", "C", "N", "H", "H", "H", "H"],
  "coordinates": [[0.9353, -0.9045, 0.3470], [3.4788, -1.3400, -2.6012], [3.2282, -1.3078, -1.4904], [1.5880, -1.0698, -1.0998], [3.8235, -1.3326, -0.1430], [5.1609, -1.5496, 0.1342], [5.5416, -1.5068, 1.4828], [4.6021, -1.2339, 2.4704], [3.2855, -1.0141, 2.0739], [2.9386, -1.0796, 0.8083], [2.0950, -0.6684, 2.9313], [2.0458, -0.5691, 4.1034], [1.0189, -0.4648, 2.0972], [5.8760, -1.7480, -0.6546], [6.5763, -1.6814, 1.7509], [4.8686, -1.1858, 3.5196], [-1.6118, -2.2456, -1.6231], [-1.4778, -0.9025, -0.2427], [-2.6585, -1.4658, 1.1796], [-2.3226, 0.6746, -1.0450], [-2.0367, 2.0376, -0.4040], [-2.2348, 1.9783, 1.1160], [-0.6096, 2.4820, -0.7402], [0.8768, 1.5757, 0.1626], [1.1089, 2.3874, 1.8923], [2.4175, 2.0795, -0.8842], [-3.0727, 3.0984, -0.8914], [-3.3877, 3.6798, -2.7393], [-3.9048, 2.3163, -3.9932], [-2.1097, 4.9260, -3.4521], [-2.6485, -2.2671, -1.9636], [-1.3502, -3.2173, -1.2107], [-0.9501, -2.0027, -2.4522], [-3.6769, -1.2479, 0.8556], [-2.4516, -0.9428, 2.1101], [-2.5547, -2.5392, 1.3241], [-3.3880, 0.4340, -0.9755], [-2.0575, 0.6695, -2.1055], [-1.5549, 1.2643, 1.5927], [-3.2521, 1.6766, 1.3693], [-2.0579, 2.9514, 1.5768], [-0.4465, 3.5223, -0.4374], [-0.4023, 2.4151, -1.8118], [0.9751, 3.4611, 1.7424], [2.1227, 2.2038, 2.2442], [0.3923, 2.0148, 2.6182], [2.4566, 3.1709, -0.8995], [2.3277, 1.7054, -1.9024], [3.3261, 1.7113, -0.4107], [-2.8847, 4.0382, -0.3649], [-4.0628, 2.7704, -0.5629], [-4.6181, 1.6374, -3.5311], [-3.0191, 1.7831, -4.3436], [-4.3760, 2.8152, -4.8407], [-1.8931, 5.6911, -2.7091], [-2.5540, 5.3888, -4.3336], [-1.2012, 4.3964, -3.7455], [1.7001, -4.0575, -1.2199], [0.9275, -4.0270, 0.4992], [0.7452, -5.2695, 1.0869], [0.1473, -5.3561, 2.3306], [-0.2632, -4.1809, 2.9464], [-0.0417, -2.9847, 2.3063], [0.5535, -2.8720, 1.0919], [1.0728, -6.1556, 0.5612], [0.0023, -6.3195, 2.8030], [-0.7448, -4.1838, 3.9145], [-0.3389, -2.0633, 2.7818]],
  "atomic_forces_ev_per_a": [[0.131, 0.084, -0.505], [-0.025, 0.007, 0.042], [0.459, -0.114, -0.060], [-0.459, 0.148, 0.371], [-0.058, 0.007, -0.085], [0.012, 0.001, 0.008], [-0.017, 0.007, 0.006], [0.032, -0.002, 0.001], [-0.005, 0.023, 0.065], [-0.074, -0.006, -0.003], [-0.174, -0.074, -0.238], [0.044, 0.025, 0.097], [0.031, -0.025, 0.197], [0.004, -0.002, 0.000], [0.002, -0.005, -0.004], [0.002, 0.000, 0.000], [-0.059, 0.053, -0.014], [0.054, -0.002, 0.130], [-0.035, 0.001, -0.028], [-0.025, -0.054, -0.035], [0.010, -0.004, -0.041], [-0.057, 0.021, 0.060], [0.108, 0.038, -0.037], [-0.015, -0.106, 0.018], [-0.014, 0.062, -0.042], [-0.055, 0.094, 0.009], [0.010, -0.009, 0.071], [-0.015, -0.021, 0.016], [0.022, 0.013, -0.011], [0.032, -0.012, 0.002], [0.011, -0.012, -0.003], [0.005, -0.003, 0.012], [-0.007, -0.003, 0.004], [-0.003, -0.010, 0.018], [0.004, 0.023, -0.012], [0.015, 0.009, -0.024], [0.007, 0.019, 0.003], [0.029, -0.040, 0.011], [0.008, -0.023, -0.032], [-0.001, 0.007, 0.009], [-0.006, -0.004, 0.006], [-0.018, -0.004, -0.007], [0.008, -0.017, 0.013], [0.018, -0.004, 0.036], [0.010, -0.013, -0.019], [0.005, -0.004, -0.017], [0.021, -0.015, -0.013], [0.004, -0.016, 0.003], [-0.005, -0.019, 0.008], [0.003, 0.014, -0.033], [-0.020, 0.013, -0.041], [-0.003, 0.014, 0.017], [0.002, 0.008, 0.004], [0.001, 0.003, 0.006], [-0.014, -0.007, 0.007], [-0.017, -0.010, 0.010], [-0.010, -0.010, 0.005], [0.041, 0.036, 0.019], [-0.082, -0.027, 0.043], [0.039, -0.017, -0.066], [-0.037, 0.058, 0.041], [0.014, -0.065, -0.021], [0.017, 0.051, 0.027], [0.040, -0.098, -0.012], [0.004, 0.001, 0.005], [0.000, 0.000, 0.002], [0.011, 0.001, 0.011], [0.038, 0.016, -0.009]],
  "total_energy_ha": -11738.0032,
  "e_lumo_ev": [-14.2, -14.2],
  "homo_energy_ev": [-20.1, -20.1],
  "gap_ev": [5.8951, 5.8915],
  "spin_multiplicity": 2,
  "charge": 4
}